(1)
# C16H52B5Ca2O4

C16H52B5Ca2O4 as an isolated structure at a distorted geometry (the ωB97M-V functional and the def2-TZVPD basis, OMol25).

net charge	-1
energy relative to the best compared isomer or geometry (same formula, charge and spin)	0.0	kcal per mole
max |F|	2.1	eV/A
HOMO-LUMO gap	7.291	eV

```
79
C16H52B5Ca2O4, DFT the ωB97M-V functional and the def2-TZVPD basis
Ca 2.155 0.999 0.748
Ca -1.276 -0.559 2.495
B 3.965 -0.754 1.031
H 4.887 -1.509 0.851
H 3.476 -0.935 2.109
H 4.285 0.384 0.911
H 3.130 -0.861 0.214
B 1.479 1.107 3.362
H 2.165 0.329 2.828
H 0.616 1.263 2.579
H 0.937 0.749 4.385
H 2.052 2.150 3.615
B -2.257 1.820 2.470
H -1.698 1.287 3.357
H -3.429 1.594 2.377
H -2.152 3.017 2.648
H -1.770 1.489 1.444
B 0.159 -0.488 0.454
H 0.706 -1.105 1.250
H 0.115 0.596 0.767
H 0.778 -0.517 -0.546
H -0.893 -0.946 0.292
B -3.642 -1.388 2.133
H -4.531 -2.212 2.121
H -2.919 -1.703 2.981
H -3.023 -1.315 1.127
H -4.133 -0.332 2.393
C 0.279 4.634 -1.396
C 0.840 5.123 -0.049
C 0.316 4.072 0.928
O 0.351 2.853 0.187
C -0.057 3.155 -1.137
H 0.991 4.770 -2.213
H -0.617 5.164 -1.716
H 0.429 6.113 0.149
H 1.929 5.163 -0.043
H -0.708 4.293 1.235
H 0.948 3.950 1.806
H -1.135 2.993 -1.245
H 0.416 2.449 -1.823
C -2.952 -1.435 -3.647
C -1.711 -0.899 -2.910
C -2.219 0.322 -2.144
O -3.567 0.001 -1.865
C -4.121 -0.733 -2.933
H -3.019 -2.516 -3.508
H -2.983 -1.261 -4.721
H -0.984 -0.591 -3.670
H -1.246 -1.674 -2.306
H -2.068 1.205 -2.789
H -1.720 0.521 -1.198
H -4.640 -0.026 -3.596
H -4.864 -1.428 -2.541
C 3.249 0.233 -3.727
C 4.314 1.281 -3.345
C 4.412 1.087 -1.840
O 3.032 0.928 -1.461
C 2.371 0.132 -2.476
H 3.788 -0.673 -3.997
H 2.751 0.584 -4.631
H 4.154 2.308 -3.668
H 5.300 1.016 -3.748
H 4.730 2.008 -1.354
H 4.983 0.203 -1.561
H 1.391 0.570 -2.646
H 2.332 -0.884 -2.088
C -0.876 -5.288 2.909
C -1.038 -5.055 1.395
C -0.987 -3.520 1.241
O -0.836 -2.962 2.543
C -1.266 -3.941 3.490
H 0.181 -5.471 3.104
H -1.535 -6.076 3.264
H -2.055 -5.348 1.126
H -0.319 -5.597 0.786
H -1.893 -3.205 0.721
H -0.158 -3.193 0.615
H -2.338 -3.814 3.674
H -0.756 -3.701 4.425
```

=====

(2)
# C6H18O5

A 6-piece molecular cluster, C6H18O5 overall at a distorted geometry (the ωB97M-V functional and the def2-TZVPD basis, OMol25).

energy relative to the best compared isomer or geometry (same formula, charge and spin)	104.3	kcal per mole
max |F|	2.9	eV/A
HOMO-LUMO gap	9.506	eV

```
29
C6H18O5, DFT the ωB97M-V functional and the def2-TZVPD basis
C 0.449 -0.038 3.167
C 0.366 0.682 2.037
C -0.119 0.220 0.685
C 0.536 0.184 -0.461
C -1.549 -0.206 0.786
C -2.113 -1.294 0.231
H 0.961 0.216 4.054
H -0.052 -0.958 3.092
H 0.712 1.679 1.811
H -0.018 -0.330 -1.308
H 1.496 0.594 -0.838
H -2.030 0.350 1.585
H -2.985 -1.824 0.524
H -1.392 -1.803 -0.349
O 0.444 -3.527 0.373
H -0.389 -3.753 0.768
H 0.777 -2.702 0.811
O -1.186 1.591 -2.335
H -1.292 2.322 -1.774
H -1.452 0.852 -1.704
O 2.262 -1.927 -0.804
H 2.230 -1.257 -1.531
H 1.520 -2.494 -0.786
O 1.512 1.225 -2.756
H 0.601 1.562 -2.865
H 1.802 0.948 -3.617
O -0.118 3.293 0.135
H -0.508 3.957 0.738
H -0.465 2.439 0.335
```

=====

(3)
# C13H23N5OS

One molecule with the formula C13H23N5OS at a distorted geometry (the ωB97M-V functional and the def2-TZVPD basis, OMol25).

energy relative to the best compared isomer or geometry (same formula, charge and spin)	0.0	kcal per mole
max |F|	1.6	eV/A
HOMO-LUMO gap	9.952	eV

```
43
C13H23N5OS, DFT the ωB97M-V functional and the def2-TZVPD basis
C -4.263 -2.391 -0.679
C -4.157 -0.874 -0.753
C -3.643 -0.297 0.563
C -3.414 1.216 0.482
N -2.248 1.528 -0.295
N -2.198 1.425 -1.618
N -1.027 1.741 -1.994
N -0.260 2.059 -0.966
C -1.011 1.924 0.103
S -0.526 2.258 1.747
C -0.434 0.537 2.372
C 0.127 -0.420 1.320
O -0.512 -1.393 0.973
N 1.338 -0.090 0.865
C 2.066 -0.869 -0.118
C 2.226 -0.100 -1.433
C 3.162 1.096 -1.282
C 4.521 0.653 -0.747
C 4.366 -0.071 0.586
C 3.434 -1.272 0.441
H -4.617 -2.794 -1.625
H -4.958 -2.690 0.104
H -3.291 -2.824 -0.459
H -5.135 -0.444 -0.983
H -3.475 -0.597 -1.560
H -4.368 -0.488 1.357
H -2.710 -0.800 0.826
H -4.270 1.697 0.000
H -3.269 1.651 1.475
H -1.424 0.204 2.680
H 0.221 0.584 3.241
H 1.749 0.788 1.143
H 1.458 -1.764 -0.288
H 2.630 -0.786 -2.179
H 1.252 0.242 -1.781
H 2.714 1.833 -0.612
H 3.282 1.578 -2.252
H 5.174 1.519 -0.626
H 4.989 -0.020 -1.469
H 3.974 0.621 1.335
H 5.341 -0.412 0.940
H 3.883 -1.993 -0.244
H 3.301 -1.765 1.407
```

=====

(4)
# C18H36N8O21

A 8-piece molecular cluster, C18H36N8O21 overall at a distorted geometry (the ωB97M-V functional and the def2-TZVPD basis, OMol25).

net charge	-2
max |F|	3.8	eV/A
HOMO-LUMO gap	3.418	eV

```
83
C18H36N8O21, DFT the ωB97M-V functional and the def2-TZVPD basis
C -3.442 2.019 1.597
C -4.775 1.626 1.012
O -5.541 0.940 1.634
O -5.066 2.100 -0.208
C -5.636 1.093 -1.112
C -4.759 1.037 -2.349
C -3.290 0.755 -1.920
N -2.554 0.025 -2.910
C -1.572 0.685 -3.695
C -0.497 1.453 -2.833
C 0.759 0.638 -2.567
O -0.351 0.998 -1.560
C -2.407 -1.406 -2.711
C -3.820 -2.095 -2.707
O -4.314 -2.328 -3.842
O -4.374 -2.306 -1.610
C -1.519 -1.778 -1.490
O -1.791 -1.417 -0.328
O -0.467 -2.456 -1.791
H -2.648 2.051 0.863
H -3.532 3.024 2.009
H -3.228 1.343 2.417
H -6.655 1.409 -1.335
H -5.599 0.105 -0.658
H -4.825 1.980 -2.906
H -5.128 0.236 -2.992
H -3.359 0.152 -1.011
H -2.853 1.722 -1.675
H -0.969 -0.069 -4.192
H -1.953 1.424 -4.418
H -0.359 2.525 -3.006
H 1.514 1.237 -2.062
H 0.650 -0.429 -2.363
H -1.908 -1.833 -3.576
C 0.241 -2.972 1.162
N 1.491 -3.333 1.893
O 2.273 -2.447 2.182
O 1.684 -4.508 2.174
H 0.221 -1.904 0.992
H 0.225 -3.498 0.208
H -0.593 -3.281 1.786
C -3.198 5.950 -0.003
N -2.681 4.859 -0.874
O -2.006 5.176 -1.839
O -2.981 3.741 -0.543
H -2.862 6.900 -0.404
H -4.281 5.879 -0.007
H -2.803 5.779 0.995
C 3.881 -2.140 -1.993
N 4.040 -0.927 -2.842
O 3.663 -0.995 -3.991
O 4.536 0.055 -2.319
H 3.423 -2.917 -2.593
H 4.873 -2.428 -1.654
H 3.243 -1.870 -1.156
C -0.198 2.664 4.718
N -1.583 2.991 4.282
O -2.506 2.440 4.843
O -1.691 3.786 3.370
H -0.257 1.946 5.528
H 0.304 2.248 3.865
H 0.270 3.589 5.040
C 4.232 2.474 2.669
N 2.812 2.611 3.094
O 2.136 3.451 2.546
O 2.432 1.853 3.967
H 4.425 3.203 1.891
H 4.850 2.653 3.543
H 4.362 1.461 2.302
C 8.331 -0.306 -3.154
N 8.614 -0.848 -1.796
O 8.045 -1.863 -1.460
O 9.407 -0.228 -1.116
H 7.614 -0.955 -3.642
H 7.929 0.694 -3.030
H 9.273 -0.286 -3.694
C 1.109 -7.090 4.361
N 0.233 -8.228 3.964
O -0.332 -8.172 2.898
O 0.150 -9.152 4.756
H 1.100 -6.337 3.581
H 0.714 -6.692 5.290
H 2.107 -7.492 4.504
```

=====

(5)
# C33H49Cl66N4O

A 23-piece molecular cluster, C33H49Cl66N4O overall (the ωB97M-V functional and the def2-TZVPD basis, OMol25).

net charge	+1
max |F|	0.8	eV/A
HOMO-LUMO gap	8.635	eV

```
153
C33H49Cl66N4O, DFT the ωB97M-V functional and the def2-TZVPD basis
C 0.641 0.799 4.616
C 0.586 0.197 3.213
C 1.800 -0.658 2.843
C 1.883 -2.036 3.523
C 2.482 -3.072 2.551
C 2.750 -2.080 4.796
C 2.120 -3.001 5.842
N 2.631 -2.657 7.223
C 3.981 -2.023 7.195
C 3.927 -0.737 6.364
C 5.337 -0.403 5.842
C 5.410 0.534 4.641
N 5.070 -0.190 3.420
N 6.808 1.002 4.564
N 4.507 1.684 4.793
O 2.923 -0.799 5.371
H 1.653 1.182 4.789
H -0.066 1.620 4.759
H 0.474 0.031 5.381
H -0.335 -0.383 3.071
H 0.535 1.022 2.489
H 1.722 -0.857 1.771
H 2.727 -0.096 2.992
H 0.851 -2.345 3.732
H 3.446 -2.707 2.183
H 2.698 -4.016 3.071
H 1.798 -3.280 1.728
H 3.738 -2.462 4.500
H 1.035 -2.873 5.851
H 2.350 -4.048 5.622
H 2.690 -3.506 7.789
H 1.962 -2.035 7.679
H 4.257 -1.769 8.218
H 4.683 -2.757 6.795
H 3.609 0.070 7.037
H 5.876 -1.321 5.574
H 5.906 0.044 6.666
H 5.089 0.447 2.629
H 5.744 -0.929 3.251
H 7.049 1.195 3.598
H 6.855 1.873 5.087
H 3.860 1.748 4.016
H 3.957 1.658 5.643
C 0.816 -1.979 -1.489
Cl -0.484 -2.138 -0.308
Cl 1.724 -0.487 -1.215
Cl 1.892 -3.378 -1.445
H 0.386 -1.929 -2.480
C 3.219 5.561 3.768
Cl 4.106 6.056 2.333
Cl 2.456 3.983 3.522
Cl 4.262 5.559 5.191
H 2.426 6.277 3.940
C -3.662 -0.290 -2.614
Cl -4.488 0.573 -3.898
Cl -2.258 -1.170 -3.245
Cl -3.179 0.794 -1.313
H -4.347 -1.020 -2.202
C 2.769 -4.337 10.870
Cl 1.797 -2.902 10.486
Cl 2.896 -5.406 9.461
Cl 4.352 -3.863 11.465
H 2.254 -4.883 11.651
C -6.613 3.446 -1.217
Cl -6.361 2.126 -0.072
Cl -5.119 3.846 -2.065
Cl -7.898 3.052 -2.359
H -6.915 4.328 -0.667
C -5.409 0.261 -8.090
Cl -6.283 1.370 -7.030
Cl -4.818 1.069 -9.530
Cl -4.094 -0.533 -7.218
H -6.103 -0.507 -8.407
C 9.068 3.818 6.475
Cl 7.484 4.185 5.786
Cl 9.926 5.289 6.910
Cl 8.904 2.741 7.865
H 9.647 3.298 5.722
C -2.049 -4.154 3.174
Cl -2.816 -3.410 1.776
Cl -0.584 -5.018 2.706
Cl -1.696 -2.936 4.412
H -2.740 -4.867 3.605
C -4.644 -4.392 -8.334
Cl -5.589 -3.123 -9.120
Cl -5.704 -5.649 -7.705
Cl -3.454 -5.056 -9.446
H -4.119 -3.938 -7.503
C -8.559 6.993 0.700
Cl -9.425 5.466 0.858
Cl -8.172 7.677 2.274
Cl -7.098 6.777 -0.271
H -9.203 7.688 0.176
C 5.278 -0.665 -2.010
Cl 5.795 -2.282 -2.482
Cl 6.529 0.142 -1.057
Cl 4.827 0.296 -3.418
H 4.400 -0.769 -1.386
C 9.878 -0.930 2.728
Cl 8.378 -1.767 3.166
Cl 10.118 -1.006 0.990
Cl 9.878 0.743 3.288
H 10.695 -1.441 3.220
C 11.701 -0.084 -3.185
Cl 10.316 -0.621 -2.228
Cl 11.618 1.653 -3.443
Cl 13.215 -0.549 -2.411
H 11.651 -0.576 -4.148
C 9.582 5.194 -2.754
Cl 11.113 5.046 -3.620
Cl 8.568 3.771 -2.990
Cl 9.857 5.494 -1.038
H 9.055 6.046 -3.161
C -8.078 -4.752 -11.370
Cl -9.043 -3.501 -12.143
Cl -9.111 -6.013 -10.685
Cl -6.894 -5.433 -12.484
H -7.536 -4.303 -10.553
C -10.151 0.547 1.525
Cl -11.723 0.295 2.278
Cl -9.623 2.219 1.692
Cl -8.945 -0.557 2.192
H -10.247 0.333 0.469
C -1.705 0.148 -12.173
Cl -2.603 1.454 -12.946
Cl -2.803 -1.030 -11.461
Cl -0.594 -0.617 -13.308
H -1.119 0.581 -11.373
C 0.190 2.853 8.461
Cl -0.893 3.906 7.565
Cl -0.662 1.427 9.061
Cl 1.564 2.376 7.459
H 0.570 3.399 9.315
C -7.742 2.700 -12.447
Cl -9.294 2.666 -13.280
Cl -7.915 2.216 -10.761
Cl -6.559 1.678 -13.266
H -7.372 3.717 -12.465
C -12.492 -1.657 -10.180
Cl -11.390 -2.905 -9.607
Cl -13.865 -1.467 -9.086
Cl -11.652 -0.126 -10.411
H -12.875 -1.972 -11.141
C 4.720 -0.044 11.783
Cl 3.454 1.084 12.248
Cl 5.293 0.305 10.139
Cl 6.057 -0.020 12.918
H 4.296 -1.042 11.784
C -13.872 -0.644 -14.189
Cl -15.079 -1.371 -13.125
Cl -13.915 1.111 -14.083
Cl -12.266 -1.264 -13.802
H -14.102 -0.928 -15.207
```

=====

(6)
# C3H9Cl2N3P2

C3H9Cl2N3P2 as an isolated structure at a distorted geometry (the ωB97M-V functional and the def2-TZVPD basis, OMol25).

max |F|	5.2	eV/A
HOMO-LUMO gap	8.094	eV

```
19
C3H9Cl2N3P2, DFT the ωB97M-V functional and the def2-TZVPD basis
C 2.117 1.492 -0.426
C -1.482 1.483 -0.252
C -1.061 -2.485 0.426
N 0.802 0.913 -0.507
N -0.131 1.437 0.294
N -0.594 -1.064 0.387
P 0.915 -0.875 -0.543
P -0.439 -0.172 1.795
Cl 0.227 -1.358 -2.367
Cl 1.440 -0.240 2.357
H 2.897 0.757 -0.700
H 2.305 2.246 -1.281
H 2.272 1.783 0.630
H -1.884 2.192 0.529
H -1.654 1.914 -1.146
H -2.114 0.566 -0.189
H -0.894 -3.220 1.300
H -2.170 -2.425 0.210
H -0.551 -2.946 -0.516
```

=====

Result set for calculated total energy: -65883.4613; -16748.1669; -34187.5970; -74146.9400; -869497.2773; -51348.1660 eV, one per record in the order listed.